This record from the OMol25 dataset describes 2 unconnected molecules or ions with the total composition C4H11NO2. The level of theory is the ωB97M-V functional and the def2-TZVPD basis.

Output
LUMO level ... -0.7 eV
Highest occupied orbital energy ... -0.26462 hartree
Relative energy (zero: lowest compared OMol25 entry of this formula, charge and spin) ... 3.250 eV
Orbital gap ... 6.46 eV

Last column: Mulliken charge in e.
CARTESIAN COORDINATES (ANGSTROEM)
O -2.61247 -0.27942 3.20949  -0.695
C -1.74734 -0.94933 2.57560  0.395
O -1.44224 -2.16745 2.59883  -0.698
C -0.93102 -0.08466 1.52799  -0.589
H -0.11429 -0.74377 1.16768  0.222
H -1.62103 0.18147 0.73508  0.120
H -0.53750 0.84359 1.99314  0.261
C -0.19579 -0.42389 -1.56830  -0.865
N 0.58309 0.68409 -0.89675  -0.107
C 2.03133 0.72060 -1.26078  -0.768
H -1.22938 -0.39284 -1.18767  0.334
H -0.16070 -0.26607 -2.63418  0.399
H 0.26489 -1.39588 -1.35346  0.388
H 0.47669 0.55577 0.14670  0.235
H 0.11526 1.57613 -1.07482  0.368
H 2.48883 -0.25107 -0.96391  0.336
H 2.50627 1.54114 -0.66579  0.336
H 2.12540 0.85159 -2.34884  0.330

Forces on atoms 1 to 2 (eV/Å):
1.23 -0.94 -0.91
-0.91 0.01 0.89

This record from the OMol25 dataset describes a molecular structure, C10H15F4NNiO. The level of theory is the ωB97M-V functional and the def2-TZVPD basis.

Output
Charge ... +2
<S²> ... 2.057
LUMO level (alpha / beta) ... -8.3 / -11.9 eV
Multiplicity ... 3
Highest occupied orbital energy (alpha / beta) ... -0.65862 / -0.62710 hartree
Orbital gap (alpha / beta) ... 9.63 / 5.12 eV

Last column: Mulliken charge in e.
CARTESIAN COORDINATES (ANGSTROEM)
O 0.19686 -3.71880 -2.37760  -0.296
C -0.14384 -2.49752 -1.89745  0.279
C 0.89276 -1.36465 -1.24099  -0.521
C -0.18749 -0.12642 -1.15969  -0.155
C 0.21297 1.26525 -0.39190  -0.726
C 1.85120 1.41258 -0.11311  -0.167
C 2.08833 3.02776 0.23070  -0.426
F 3.47412 3.32796 0.67731  -0.381
C -1.64550 -0.82977 -0.90069  -0.116
C -1.93058 -1.67084 0.47702  -0.741
C -2.13483 -0.74694 1.82159  -0.783
C -0.77800 -0.70699 2.77902  0.762
F -0.67295 0.69811 3.27729  -0.250
F 0.46812 -1.06948 2.06174  -0.227
F -0.97701 -1.69730 3.88111  -0.232
N -1.59258 -1.96878 -1.94078  -0.126
H 1.51464 -1.66362 -0.29614  0.288
H 1.65566 -1.15127 -2.12991  0.422
H -0.25381 0.19547 -2.30717  0.349
H -0.39663 1.49408 0.58026  0.354
H -0.03877 2.14920 -1.15343  0.447
H 2.49375 1.18658 -1.07273  0.262
H 2.22314 0.77347 0.79429  0.258
H 1.32205 3.27820 1.09499  0.324
H 1.80792 3.70417 -0.70489  0.313
H -2.48922 -0.04746 -1.20807  0.384
H -1.14455 -2.52272 0.70564  0.317
H -2.96617 -2.24132 0.31419  0.432
H -2.58469 0.32544 1.61004  0.318
H -2.95839 -1.30555 2.47962  0.383
H -1.61667 -1.46988 -2.87619  0.413
Ni 4.31017 3.96102 -1.01408  0.844

Forces on atoms 1 to 2 (eV/Å):
-2.90 7.18 2.51
1.78 -3.91 -0.59

This record from the OMol25 dataset describes a single C6H9BrOS molecule. The level of theory is the ωB97M-V functional and the def2-TZVPD basis.

Output
LUMO level (alpha / beta) ... -0.6 / -0.6 eV
Structure (SMILES) ... C=C=C(OCC)[C@@H](S)Br
Highest occupied orbital energy (alpha / beta) ... -0.30447 / -0.30439 hartree
Relative energy (zero: lowest compared OMol25 entry of this formula, charge and spin) ... 1.456 eV
Orbital gap (alpha / beta) ... 7.68 / 7.68 eV

Last column: Mulliken charge in e.
CARTESIAN COORDINATES (ANGSTROEM)
C -1.03965 -0.39942 -0.12313  0.272
C -0.42176 -1.58302 0.70097  -0.303
C 0.24134 -2.69760 0.80124  -0.627
C -2.42952 -0.51880 -0.59085  -0.222
C 1.30738 2.37864 -0.42136  -1.329
C 0.82748 1.08260 0.14373  -0.258
O -0.49049 0.79948 -0.28012  -0.264
S -2.89142 -2.26335 -0.78154  -0.159
Br -3.80693 0.34755 0.86072  -0.166
H 0.55570 -3.21948 -0.09956  0.258
H 0.05714 -3.33307 1.54835  0.362
H -2.62554 -0.19542 -1.58681  0.509
H 1.11553 2.36705 -1.45567  0.350
H 0.83328 3.26022 0.04989  0.319
H 2.36914 2.61216 -0.07077  0.351
H 0.65455 1.18032 1.18973  0.379
H 1.53494 0.41012 -0.21620  0.360
H -4.28467 -2.03481 -0.66073  0.168

Forces on atoms 1 to 2 (eV/Å):
3.04 -5.00 3.25
-2.60 5.85 -3.76

This record from the OMol25 dataset describes a gas-phase ion, C15H22N3P (charge +2). The level of theory is the ωB97M-V functional and the def2-TZVPD basis.

Output
Charge ... +2
LUMO level ... -8.3 eV
Highest occupied orbital energy ... -0.58532 hartree
Orbital gap ... 7.67 eV

Last column: Mulliken charge in e.
CARTESIAN COORDINATES (ANGSTROEM)
C -5.01454 0.72962 2.27345  -1.187
C -4.88281 2.03490 1.48544  -0.489
C -3.98890 1.91191 0.23380  -0.477
C -2.94441 3.02304 0.15218  -0.850
C -2.00390 2.85045 -1.02522  -0.708
N -0.92615 1.81838 -0.83084  0.199
C -0.43862 1.51557 0.38139  -0.148
C 0.56378 0.59130 0.53121  -0.950
C 1.09438 -0.06432 -0.58199  1.450
C 2.17299 -1.08659 -0.43917  1.319
C 2.49795 -1.95257 -1.48437  -0.713
C 3.48943 -2.88165 -1.32096  -0.363
N 4.15535 -2.98492 -0.15817  0.016
P 5.47679 -4.25390 -0.10218  0.224
N 6.52094 -4.00433 -1.18950  -0.530
C 3.87082 -2.16327 0.86793  -0.227
C 2.89914 -1.20864 0.75128  -0.792
C 0.56170 0.27031 -1.82771  -0.744
C -0.43975 1.20033 -1.91763  -0.428
H -5.22280 0.91777 3.32359  0.342
H -5.83510 0.12332 1.89412  0.305
H -4.10327 0.13351 2.21356  0.324
H -5.87240 2.35572 1.16973  0.332
H -4.47708 2.80336 2.14381  0.392
H -3.50375 0.93166 0.23936  0.329
H -4.61292 1.98072 -0.65694  0.319
H -3.45633 3.96842 -0.03013  0.393
H -2.41475 3.12719 1.09694  0.403
H -2.57406 2.49456 -1.88190  0.485
H -1.50437 3.77064 -1.32157  0.291
H -0.85557 2.02043 1.23625  0.327
H 0.90542 0.37993 1.53088  0.289
H 1.99079 -1.94185 -2.43715  0.342
H 3.78237 -3.54755 -2.12213  0.436
H 5.78497 -4.20380 1.26351  0.105
H 4.64255 -5.34510 -0.33113  0.177
H 7.45935 -3.78653 -0.87431  0.287
H 4.44137 -2.28295 1.77808  0.351
H 2.72791 -0.55358 1.58868  0.380
H 0.90933 -0.16151 -2.75376  0.346
H -0.87584 1.47003 -2.86842  0.441

Forces on atoms 1 to 2 (eV/Å):
-0.15 0.02 -0.06
0.17 -0.24 -0.03

This record from the OMol25 dataset describes a molecular structure, C22H26NOsP2. The level of theory is the ωB97M-V functional and the def2-TZVPD basis.

Output
Charge ... +3
<S²> ... 6.047
LUMO level (alpha / beta) ... -10.1 / -12.8 eV
Multiplicity ... 5
Highest occupied orbital energy (alpha / beta) ... -0.65247 / -0.66896 hartree
Relative energy (zero: lowest compared OMol25 entry of this formula, charge and spin) ... 0.000 eV
Orbital gap (alpha / beta) ... 7.67 / 5.38 eV

Last column: Mulliken charge in e.
CARTESIAN COORDINATES (ANGSTROEM)
Os -0.80157 -0.79454 -0.42366  0.363
N -2.41014 -1.11796 0.96673  -0.428
C -2.10266 -0.29329 2.12908  1.286
C -2.23136 -0.93784 3.32944  -0.875
C -2.23537 -0.20357 4.52032  -0.712
C -2.13826 1.18226 4.45995  -0.860
C -1.97035 1.86534 3.26262  -0.991
C -1.90645 1.16224 2.01671  1.071
C -1.87973 1.79286 0.73116  1.600
C -2.21373 3.17357 0.64485  -0.719
C -2.44478 3.84487 -0.52588  -1.109
C -2.25347 3.12486 -1.71781  -0.634
C -1.84329 1.77718 -1.68617  -0.563
C -1.61729 1.07921 -0.52765  -0.077
H -2.58716 -2.09346 1.22592  0.369
H -3.22864 -0.80295 0.47416  0.343
H -2.40678 -1.99261 3.34711  0.423
H -2.39036 -0.71194 5.46707  0.486
H -2.11053 1.77798 5.39491  0.415
H -1.83331 2.94915 3.26577  0.468
H -2.38739 3.70860 1.58876  0.252
H -2.71638 4.89121 -0.59119  0.455
H -2.41273 3.60170 -2.65672  0.494
H -1.76643 1.31897 -2.65298  0.491
C -0.06633 -0.47052 -4.02204  -1.468
P 0.38779 -1.23649 -2.46527  0.997
C 0.37651 -3.02069 -2.72197  -0.900
C 1.97269 -0.48465 -1.91316  0.484
C 2.72017 0.29456 -2.79789  -0.705
C 3.78945 1.03668 -2.33159  -0.724
C 4.18033 0.96410 -0.99782  -0.883
C 3.49680 0.11786 -0.11924  -0.670
C 2.38977 -0.61600 -0.56623  0.620
P 1.31839 -1.46886 0.63466  0.714
C 1.93733 -3.15588 0.86838  -1.191
C 1.60959 -0.64968 2.20761  -1.371
H 0.68369 -0.78905 -4.78404  0.500
H -0.05545 0.61554 -3.94789  0.484
H -1.02488 -0.82403 -4.36882  0.430
H 0.94871 -3.32923 -3.60862  0.403
H -0.61067 -3.39233 -2.96345  0.427
H 0.78130 -3.54222 -1.85397  0.135
H 2.48166 0.29662 -3.84947  0.438
H 4.30623 1.69044 -3.04183  0.432
H 4.98657 1.56340 -0.61258  0.465
H 3.86762 0.11773 0.88923  0.315
H 2.97379 -3.11017 1.23351  0.429
H 1.92646 -3.70235 -0.07319  0.304
H 1.38164 -3.67616 1.63292  0.447
H 2.70081 -0.79523 2.39363  0.535
H 1.06645 -1.13894 3.00452  0.390
H 1.36174 0.40376 2.13209  0.415

Forces on atoms 1 to 2 (eV/Å):
0.51 -0.50 -0.02
0.99 -0.16 -0.15

This record from the OMol25 dataset describes 2 unconnected molecules or ions with the total composition C7H14NO3S. The level of theory is the ωB97M-V functional and the def2-TZVPD basis.

Output
Charge ... -1
LUMO level ... 3.0 eV
Highest occupied orbital energy ... -0.11706 hartree
Relative energy (zero: lowest compared OMol25 entry of this formula, charge and spin) ... 0.000 eV
Orbital gap ... 6.19 eV

Last column: Mulliken charge in e.
CARTESIAN COORDINATES (ANGSTROEM)
N 5.72309 -1.20951 0.74078  -0.626
C 4.63741 -0.58876 0.58448  -0.176
C 3.40873 -0.96520 1.36025  -0.193
C 2.44002 0.20100 1.46009  0.494
O 2.61311 1.12347 2.20628  -0.560
O 1.42129 0.14774 0.57220  -0.267
C 0.16451 -0.37432 1.07132  -0.192
S 0.00701 -2.14678 0.71308  -0.221
H 6.43490 -0.83547 0.11517  0.259
H 4.53144 0.23505 -0.12779  0.401
H 2.92074 -1.79912 0.85277  0.222
H 3.70342 -1.28870 2.35735  0.268
H 0.10898 -0.21755 2.14816  0.329
H -0.66600 0.13960 0.55189  0.216
H 0.20610 -2.59986 1.95723  0.097
C -2.81628 1.60706 -2.39766  -1.312
C -2.96260 0.49184 -1.33881  0.352
C -4.39435 0.56094 -0.76273  -1.356
O -2.02413 0.57844 -0.37573  -0.830
H -2.92115 2.58041 -1.90805  0.308
H -1.82150 1.55507 -2.84624  0.287
H -3.56310 1.53330 -3.19980  0.368
H -2.92327 -0.47093 -1.91618  0.141
H -4.52532 1.51692 -0.24570  0.326
H -4.53349 -0.24368 -0.03686  0.279
H -5.16954 0.46903 -1.53550  0.388

Forces on atoms 1 to 2 (eV/Å):
0.33 -0.12 0.04
-0.18 0.15 -0.04

This record from the OMol25 dataset describes a single C10H15N3S molecule. The level of theory is the ωB97M-V functional and the def2-TZVPD basis.

Output
LUMO level ... 0.7 eV
Structure (SMILES) ... C[C@@H]1CN(C)N[C@@H](c2cccnc2)S1
Highest occupied orbital energy ... -0.29239 hartree
Relative energy (zero: lowest compared OMol25 entry of this formula, charge and spin) ... 3.887 eV
Orbital gap ... 8.65 eV

Last column: Mulliken charge in e.
CARTESIAN COORDINATES (ANGSTROEM)
N 3.27140 -1.75396 2.47635  -0.576
S 0.65867 1.40911 -0.12413  -0.180
C 3.33325 -2.72925 1.64610  -0.069
C 2.17722 -0.90774 2.29338  -0.452
C 2.44246 -3.01961 0.63342  -0.723
C 1.43448 -2.06630 0.36507  -0.040
C 1.15255 -1.02829 1.26308  -0.029
N -1.21398 -0.48557 0.59774  -0.410
N -2.06144 0.06003 -0.51575  0.007
C -1.86228 -0.58574 -1.81404  -0.905
C 0.11646 -0.00019 1.06647  0.253
C -0.70999 3.49640 -1.04128  -1.534
C -2.19514 1.49690 -0.58860  -1.034
C -0.83485 2.02670 -1.00362  0.666
H 4.15597 -3.41199 1.93967  0.343
H 2.00422 -0.27486 3.17814  0.334
H 2.54538 -3.95658 0.10610  0.363
H 0.80041 -2.10292 -0.46585  0.505
H -1.27378 -1.54072 0.67309  0.354
H -2.75428 -0.39435 -2.41584  0.331
H -1.67895 -1.66175 -1.73696  0.308
H -0.99632 -0.24466 -2.41193  0.271
H -0.11652 0.55196 2.02922  0.291
H -0.64607 3.79193 0.06892  0.314
H -1.61030 3.93231 -1.46002  0.413
H 0.16633 3.71808 -1.67535  0.374
H -2.59062 1.91678 0.30800  0.370
H -3.00845 1.93144 -1.28897  0.314
H -0.70581 1.83285 -2.10237  0.141

Forces on atoms 1 to 2 (eV/Å):
-3.01 3.88 0.51
0.08 -1.00 0.44

Ordered E results: -364.148725, -2426.791869, -3281.281379, -1089.805137, -1680.977946, -953.759296, -952.368319; unit Eh.
Ordered max |F| results: 0.03484, 0.15841, 0.14431, 0.01966, 0.03431, 0.00688, 0.09600; unit Eh/bohr.